Record 1
ORCA calculation (wB97M-V/def2-TZVPD) on 2 unconnected molecules or ions with the total composition C2H2O2S2 in a non-equilibrium geometry.

Geometry (Å):
C1 -1.153 1.466 1.007
C2 -0.125 0.398 0.963
O1 -2.417 -0.880 0.149
O2 -3.737 0.788 -1.149
S1 -0.053 1.785 -0.213
S2 -3.241 0.328 0.111
H1 0.769 0.322 1.632
H2 -0.407 -0.708 0.556

Values from the calculation:
E, a.u.: -1024.1138
HOMO energy, eV: -9.687
ΔE to the lowest compared entry with this formula, charge and spin, eV: 4.051


Record 2
ORCA calculation (wB97M-V/def2-TZVPD) on a molecular structure, C27H33Cl6F3N4NiO3 in a non-equilibrium geometry.

Geometry (Å):
Ni1 1.299 2.015 -1.583
C1 -0.151 0.130 -0.160
O1 0.869 -0.172 -1.125
O2 -0.221 1.464 -0.211
C2 -1.412 -0.682 -0.410
F1 -2.445 -0.299 0.380
F2 -1.831 -0.566 -1.715
F3 -1.215 -2.005 -0.221
C3 1.358 -1.469 -1.396
C4 2.571 -1.338 -2.306
H1 2.257 -0.855 -3.231
H2 3.362 -0.775 -1.820
H3 2.904 -2.342 -2.564
H4 0.607 -2.055 -1.941
H5 1.594 -2.045 -0.493
H6 0.329 -0.125 0.808
O3 2.853 1.952 -2.686
H7 3.426 1.622 -3.342
N1 1.756 -7.463 -0.309
C5 1.864 -6.781 -1.413
C6 0.854 -5.991 -1.954
C7 -0.349 -5.940 -1.290
C8 -0.501 -6.665 -0.133
C9 0.580 -7.403 0.311
H8 2.822 -6.822 -1.926
H9 1.008 -5.515 -2.911
H10 -1.183 -5.429 -1.755
H11 -1.422 -6.644 0.429
H12 0.505 -7.992 1.220
N2 2.691 2.087 0.172
C10 2.338 2.522 1.374
C11 3.154 2.490 2.478
C12 4.444 2.020 2.309
C13 4.834 1.610 1.043
C14 3.923 1.662 0.014
H13 1.295 2.818 1.426
H14 2.817 2.805 3.454
H15 5.092 2.048 3.176
H16 5.873 1.353 0.877
H17 4.223 1.491 -1.013
N3 0.242 -0.443 5.069
C15 -0.292 0.300 6.009
C16 -1.123 1.388 5.753
C17 -1.409 1.679 4.434
C18 -0.928 0.863 3.443
C19 -0.073 -0.173 3.813
H18 -0.106 -0.004 7.034
H19 -1.562 1.946 6.567
H20 -1.996 2.574 4.248
H21 -1.083 1.053 2.385
H22 0.299 -0.832 3.035
N4 0.940 3.998 -1.364
C20 -0.092 4.528 -0.743
C21 -0.246 5.867 -0.523
C22 0.728 6.741 -1.006
C23 1.817 6.205 -1.646
C24 1.862 4.851 -1.839
H23 -0.837 3.826 -0.387
H24 -1.048 6.237 0.096
H25 0.643 7.775 -0.694
H26 2.645 6.810 -1.984
H27 2.661 4.411 -2.431
C25 -3.570 2.454 0.793
Cl1 -3.243 4.114 1.298
Cl2 -4.304 2.316 -0.802
H28 -2.676 1.849 0.841
H29 -4.288 2.067 1.507
C26 -4.651 -0.862 -3.812
Cl3 -6.298 -0.629 -3.189
Cl4 -4.580 -0.793 -5.567
H30 -4.031 -0.091 -3.384
H31 -4.371 -1.852 -3.488
C27 -4.268 -4.052 -1.024
Cl5 -3.812 -5.760 -0.871
Cl6 -6.029 -3.952 -1.156
H32 -3.970 -3.515 -0.131
H33 -3.723 -3.609 -1.849

Values from the calculation:
E, a.u.: -6062.4270
HOMO energy (spin up / spin down), eV: -9.126 / -8.965
Multiplicity: 3


Record 3
ORCA calculation (wB97M-V/def2-TZVPD) on a single C16H17N3O4 molecule in a non-equilibrium geometry.

Geometry (Å):
C1 -6.118 -0.108 -0.825
C2 -4.832 0.001 -0.090
C3 -4.438 0.830 0.926
C4 -3.107 0.487 1.230
C5 -2.770 -0.537 0.375
C6 -1.552 -1.267 0.198
N1 -0.557 -0.995 0.952
N2 0.650 -1.594 0.830
C7 1.110 -2.447 -0.119
O1 0.458 -2.949 -1.010
C8 2.628 -2.688 0.017
N3 3.350 -1.528 -0.471
C9 3.484 -0.423 0.294
O2 3.138 -0.393 1.457
C10 4.089 0.798 -0.404
O3 3.383 1.962 -0.055
C11 2.031 1.997 -0.284
C12 1.328 2.992 0.391
C13 -0.035 3.121 0.218
C14 -0.718 2.265 -0.630
C15 -0.022 1.283 -1.308
C16 1.347 1.144 -1.141
H1 1.859 0.372 -1.695
H2 -0.540 0.611 -1.976
H3 -1.785 2.361 -0.759
H4 -0.569 3.892 0.753
H5 1.876 3.647 1.049
H6 5.103 0.959 -0.027
H7 4.131 0.660 -1.494
H8 3.548 -1.494 -1.459
H9 2.904 -3.559 -0.577
H10 2.894 -2.843 1.065
H11 1.328 -1.194 1.479
H12 -1.550 -2.010 -0.596
O4 -3.826 -0.827 -0.427
H13 -2.463 0.921 1.965
H14 -5.032 1.590 1.393
H15 -6.528 -1.113 -0.724
H16 -5.966 0.083 -1.887
H17 -6.830 0.610 -0.431

Values from the calculation:
E, a.u.: -1085.1065
HOMO energy, eV: -7.772
ΔE to the lowest compared entry with this formula, charge and spin, eV: 1.735


Record 4
ORCA calculation (wB97M-V/def2-TZVPD) on 5 unconnected molecules or ions with the total composition C27H52BrClN4O11P2S2 in a non-equilibrium geometry.

Geometry (Å):
C1 1.174 5.470 -0.078
C2 1.068 4.082 -0.996
C3 0.164 2.917 -0.206
O1 0.738 1.646 -0.470
C4 0.535 0.539 0.441
C5 -0.443 0.686 1.701
C6 -1.986 1.189 1.523
C7 -2.290 2.351 2.687
O2 -2.936 0.071 1.835
C8 0.131 -0.699 -0.632
Cl1 -1.509 -0.211 -1.462
C9 -0.179 -2.123 0.105
C10 -1.713 -2.706 -0.119
S1 -1.729 -4.381 0.806
C11 -1.148 -5.642 -0.475
N1 0.197 -6.370 -0.593
N2 0.278 -7.272 -1.643
C12 -1.058 -7.255 -2.397
O3 -1.836 -6.251 -1.626
C13 1.146 -0.767 -1.918
C14 1.035 -2.175 -2.816
C15 2.379 -3.094 -2.779
C16 2.309 -4.503 -3.680
C17 0.832 -4.650 -4.434
C18 -0.385 -3.577 -4.372
N3 -0.247 -2.348 -3.550
O4 2.553 -0.493 -1.665
S2 3.073 -0.889 -0.109
O5 2.997 -2.368 0.301
O6 4.601 -0.497 -0.037
C19 2.082 0.282 1.044
P1 3.188 1.837 1.058
N4 2.644 3.106 1.873
P2 2.202 -0.528 2.744
O7 3.808 -1.253 2.989
Br1 2.125 0.992 4.477
H1 0.942 5.282 1.063
H2 2.267 5.938 -0.106
H3 0.452 6.317 -0.505
H4 2.136 3.671 -1.258
H5 0.498 4.359 -1.996
H6 -0.911 2.983 -0.721
H7 0.066 3.294 0.892
H8 -0.580 -0.310 2.347
H9 0.050 1.456 2.469
H10 -2.241 1.701 0.503
H11 -1.692 2.054 3.658
H12 -1.765 3.341 2.279
H13 -3.435 2.526 2.863
H14 -3.374 0.321 2.719
H15 -0.029 -2.109 1.290
H16 0.531 -3.021 -0.239
H17 -1.948 -2.998 -1.238
H18 -2.548 -2.074 0.402
H19 -1.343 -7.909 -3.324
H20 0.780 0.080 -2.678
H21 3.381 -2.892 -2.214
H22 3.181 -5.277 -3.758
H23 0.662 -5.631 -5.077
H24 -1.378 -3.818 -4.972
H25 3.458 2.164 -0.345
H26 4.464 1.459 1.683
H27 1.709 2.831 2.238
H28 3.683 -1.723 3.888
C20 2.468 -4.523 7.217
C21 3.079 -4.524 5.831
O8 3.674 -3.263 5.562
H29 1.712 -3.736 7.303
H30 2.002 -5.487 7.439
H31 3.230 -4.317 7.976
H32 2.311 -4.708 5.074
H33 3.846 -5.300 5.741
H34 4.360 -3.113 6.234
C22 -5.812 -0.823 -1.298
C23 -5.533 0.614 -1.688
O9 -4.580 1.181 -0.802
H35 -6.189 -0.877 -0.271
H36 -6.549 -1.274 -1.969
H37 -4.894 -1.418 -1.332
H38 -6.449 1.210 -1.631
H39 -5.144 0.675 -2.709
H40 -3.768 0.649 -0.865
C24 -7.460 5.429 -0.647
C25 -7.629 4.683 -1.954
O10 -6.390 4.113 -2.351
H41 -6.709 6.219 -0.749
H42 -8.405 5.879 -0.329
H43 -7.108 4.755 0.141
H44 -7.959 5.365 -2.744
H45 -8.369 3.883 -1.857
H46 -6.110 3.503 -1.647
C26 6.582 3.227 -3.219
C27 6.611 3.293 -1.706
O11 5.333 2.965 -1.181
H47 5.834 3.919 -3.619
H48 7.559 3.482 -3.639
H49 6.303 2.225 -3.558
H50 6.869 4.302 -1.371
H51 7.348 2.595 -1.297
H52 5.117 2.064 -1.477

Values from the calculation:
E, a.u.: -6619.1788
HOMO energy, eV: -8.469
ΔE to the lowest compared entry with this formula, charge and spin, eV: 18.529


Record 5
ORCA calculation (wB97M-V/def2-TZVPD) on a molecular structure, C12H31N4O7Y in a non-equilibrium geometry.

Geometry (Å):
Y1 0.373 0.032 -0.773
O1 0.546 -2.133 -1.248
H1 0.149 -3.019 -1.134
O2 0.228 1.782 -2.138
H2 0.848 2.372 -2.609
O3 1.902 0.617 0.710
H3 2.745 0.801 1.167
C1 -1.359 2.260 1.478
O4 -0.992 1.568 0.552
N1 -1.381 3.588 1.466
C2 -0.906 4.392 0.315
C3 -1.705 4.430 2.638
H4 -1.621 1.981 2.510
H5 -0.503 3.838 -0.533
H6 -0.299 5.285 0.460
H7 -1.742 4.814 -0.242
H8 -2.334 3.871 3.331
H9 -0.857 4.861 3.168
H10 -2.310 5.283 2.330
C4 -0.970 -2.128 1.885
O5 -0.615 -1.222 1.091
N2 -0.106 -3.112 2.208
C5 -0.569 -4.034 3.308
C6 1.288 -3.310 1.806
H11 -1.952 -2.181 2.379
H12 0.019 -3.818 4.200
H13 -0.315 -5.063 3.054
H14 -1.627 -3.951 3.557
H15 1.600 -2.562 1.077
H16 1.948 -3.184 2.664
H17 1.467 -4.230 1.248
C7 -3.219 -0.313 -1.408
O6 -1.987 -0.260 -1.218
N3 -3.981 -1.454 -1.125
C8 -5.456 -1.362 -1.300
C9 -3.416 -2.750 -0.802
H18 -3.807 0.556 -1.743
H19 -5.940 -1.697 -0.383
H20 -5.822 -2.023 -2.086
H21 -5.769 -0.386 -1.672
H22 -2.400 -2.656 -0.418
H23 -4.032 -3.407 -0.188
H24 -3.271 -3.312 -1.725
C10 3.807 -0.125 -1.724
O7 2.619 -0.100 -2.075
N4 4.769 0.754 -2.150
C11 6.035 0.868 -1.519
C12 4.476 1.809 -3.128
H25 4.239 -0.834 -1.000
H26 6.354 -0.114 -1.170
H27 5.868 1.579 -0.710
H28 6.884 1.246 -2.089
H29 5.150 2.661 -3.035
H30 4.545 1.494 -4.169
H31 3.404 2.001 -3.087

Values from the calculation:
E, a.u.: -1259.9699
HOMO energy, eV: -7.489
ΔE to the lowest compared entry with this formula, charge and spin, eV: 1.679


Record 6
ORCA calculation (wB97M-V/def2-TZVPD) on a molecular structure, C6H22BClMnO6 in a non-equilibrium geometry.

Geometry (Å):
Mn1 2.082 1.065 1.779
Cl1 1.060 0.684 0.123
B1 1.135 0.297 2.911
H1 0.216 -0.127 3.284
H2 1.894 0.140 3.662
H3 1.394 -0.228 2.005
H4 0.972 1.352 2.751
C1 -0.350 -2.538 -1.947
C2 -0.991 -1.103 -1.776
O1 -0.967 -0.553 -0.454
O2 1.037 -2.586 -1.875
H5 -0.682 -2.934 -2.906
H6 -0.674 -3.293 -1.231
H7 -2.052 -1.235 -1.988
H8 -0.674 -0.389 -2.535
H9 -0.230 0.051 -0.339
H10 1.257 -2.325 -0.978
C3 -0.230 -1.765 1.601
C4 1.071 -2.371 1.029
O3 1.520 -1.695 -0.106
O4 -1.440 -2.222 0.928
H11 -0.201 -0.693 1.402
H12 -0.440 -1.914 2.660
H13 0.997 -3.435 0.802
H14 1.830 -2.311 1.808
H15 1.577 -0.745 0.024
H16 -1.269 -1.937 0.027
C5 -0.783 2.536 -0.968
C6 -0.963 4.051 -0.879
O5 -1.491 4.454 -2.176
O6 0.543 2.167 -1.408
H17 -1.513 2.011 -1.584
H18 -0.998 2.153 0.029
H19 0.002 4.456 -0.577
H20 -1.767 4.145 -0.150
H21 -1.788 5.363 -2.089
H22 0.918 1.474 -0.859

Values from the calculation:
E, a.u.: -2328.6211
HOMO energy (spin up / spin down), eV: -8.525 / -8.525
Multiplicity: 6


Record 7
ORCA calculation (wB97M-V/def2-TZVPD) on a single C5H8O2 molecule.

Geometry (Å):
O1 2.245 0.815 0.612
C1 1.896 -0.254 -0.248
C2 0.518 -0.330 -0.728
C3 -0.385 0.772 -0.309
C4 -1.815 0.237 -0.131
C5 -1.739 -1.104 0.604
O2 -2.683 -1.752 0.976
H1 3.188 0.752 0.800
H2 2.123 -1.239 0.205
H3 2.472 -0.243 -1.192
H4 -0.677 -1.454 0.728
H5 -0.061 1.379 0.549
H6 -0.322 1.427 -1.200
H7 -2.302 0.072 -1.102
H8 -2.458 0.922 0.437

Values from the calculation:
E, a.u.: -345.6444
HOMO energy, eV: -8.710
ΔE to the lowest compared entry with this formula, charge and spin, eV: 4.369


Record 8
ORCA calculation (wB97M-V/def2-TZVPD) on a molecular structure, C16H18FN2O4Pt.

Geometry (Å):
Pt1 0.568 -0.430 -1.158
C1 2.285 2.599 -4.693
C2 2.285 1.129 -4.292
C3 2.725 0.230 -5.469
C4 0.985 0.638 -3.740
C5 0.865 -0.726 -3.280
C6 -0.401 -1.242 -2.903
C7 -1.583 -0.413 -2.973
C8 -2.926 -0.968 -2.714
C9 -1.406 0.948 -3.306
C10 -0.171 1.453 -3.663
H1 3.263 2.862 -5.090
H2 2.087 3.266 -3.854
H3 1.556 2.793 -5.483
H4 3.014 0.983 -3.478
H5 1.972 0.233 -6.258
H6 2.930 -0.800 -5.178
H7 3.644 0.638 -5.886
H8 1.688 -1.414 -3.440
H9 -0.529 -2.311 -2.768
H10 -3.430 -0.406 -1.920
H11 -2.907 -2.025 -2.464
H12 -3.550 -0.826 -3.605
H13 -2.273 1.598 -3.321
H14 -0.091 2.493 -3.948
F1 6.019 -0.725 4.439
C11 5.333 -0.819 3.371
C12 3.951 -0.977 3.439
N1 3.240 -1.065 2.317
C13 1.795 -1.313 2.335
C14 0.987 -0.054 1.962
O1 0.777 0.643 3.025
O2 0.553 0.290 0.872
C15 3.831 -0.977 0.996
O3 3.093 -1.015 0.044
N2 5.174 -0.859 0.970
C16 6.053 -0.772 2.072
O4 7.227 -0.646 1.965
H15 3.452 -1.036 4.403
H16 1.509 -1.669 3.325
H17 1.565 -2.090 1.606
H18 5.612 -0.813 0.052

Values from the calculation:
E, a.u.: -1248.9036
Charge: +3
HOMO energy (spin up / spin down), eV: -18.680 / -20.074
Multiplicity: 5